[1]
{
  "formula": "C9H15N3S",
  "method": "wB97M-V/def2-TZVPD",
  "e_above_lowest_kj_mol": 720.22,
  "orbital_gap_ev": [8.2, 8.2],
  "homo_energy_ev": [-8.21, -8.21],
  "species": ["C", "C", "C", "C", "C", "C", "C", "C", "C", "N", "N", "N", "S", "H", "H", "H", "H", "H", "H", "H", "H", "H", "H", "H", "H", "H", "H", "H"],
  "positions_angstrom": [[-3.824519, -0.319897, 0.123821], [-3.111944, 0.005963, 1.278975], [-3.268635, -0.042642, -1.176877], [-1.843382, 0.677766, 1.186575], [-2.102393, 0.705491, -1.238758], [-1.379894, 0.964688, -0.068358], [3.476911, -1.253464, -0.127226], [0.952900, -1.953492, -0.410829], [1.925893, -0.885832, 0.060473], [1.267431, 1.925076, 1.772074], [1.315935, 2.999289, -0.607430], [1.751183, 0.488517, -0.526277], [1.040584, 1.790335, 0.250980], [-4.689420, -0.869089, 0.203297], [-3.749912, -0.290143, 2.199721], [-3.780343, -0.154213, -2.186025], [-1.274272, 0.925909, 2.013749], [-1.613797, 0.901908, -2.165984], [3.543037, -2.156707, 0.534389], [3.599722, -1.572598, -1.247930], [3.983170, -0.336940, 0.117485], [1.142156, -2.102330, -1.499164], [-0.134255, -1.586849, -0.258687], [1.163253, -2.847224, 0.176908], [1.685835, -0.824817, 1.198153], [0.902648, 1.069022, 2.185665], [1.223733, 3.902421, -0.274677], [1.798362, 0.839847, -1.514035]],
  "forces_ev_per_a": [[3.1301, 0.9991, -1.6367], [-1.2481, -0.1368, 0.3865], [-0.9859, 1.1400, 0.0427], [-2.4359, -1.2937, -1.3930], [1.1199, -0.8257, 0.8809], [1.8744, 0.8066, 0.6868], [-3.2504, -1.4863, -1.2995], [-0.9915, 1.2565, -0.9710], [0.5960, 0.9590, 1.2137], [-0.2966, -0.7266, -1.0916], [0.6980, -3.2499, -1.4193], [-0.4024, 1.6711, -0.1814], [-2.4666, -0.1587, 0.0819], [-1.9991, -0.9858, 0.1616], [1.9462, 0.7846, -1.0207], [0.3293, -0.4408, 1.7010], [0.8484, 0.4188, 1.7490], [-0.0385, 0.3237, -0.7255], [0.9506, 0.9422, -0.5756], [0.0924, 0.6552, 2.1072], [0.7984, -0.2275, 0.2668], [-0.3904, -0.3390, 0.6889], [1.7424, -0.7677, -0.2261], [-0.2416, -0.1471, -0.2679], [0.7812, 0.5615, -1.7814], [0.0619, -0.0349, 0.4293], [-0.4421, 1.7483, 1.1956], [0.2197, -1.4461, 0.9976]],
  "mulliken_charge": [-0.49, -0.34, -0.34, -0.39, -0.48, 0.05, -1.16, -1.03, 0.40, -0.66, -0.81, -0.16, 0.92, 0.45, 0.22, 0.29, 0.50, 0.38, 0.34, 0.26, 0.37, 0.33, 0.12, 0.37, 0.13, 0.24, 0.26, 0.25]
}

=====

[2]
{
  "formula": "CH2INO",
  "method": "wB97M-V/def2-TZVPD",
  "e_above_lowest_kj_mol": 504.02,
  "orbital_gap_ev": 7.9,
  "homo_energy_ev": -8.46,
  "species": ["C", "N", "O", "I", "H", "H"],
  "positions_angstrom": [[0.119874, 1.023883, 0.446153], [0.776998, 0.143909, 0.868191], [-0.920112, -0.313342, -1.428371], [-0.304061, -1.979287, -0.854179], [-0.158757, 2.000887, 0.501543], [0.486058, -0.876049, 0.466663]],
  "forces_ev_per_a": [[1.4666, -3.3136, 0.1689], [-0.8052, 1.4405, 0.0790], [-0.0725, 1.0892, 0.3990], [-0.2721, -0.8005, -0.4858], [-1.0374, 2.3156, -0.5009], [0.7205, -0.7313, 0.3399]],
  "mulliken_charge": [0.10, -0.28, -0.71, 0.24, 0.35, 0.29]
}